No. 1
{
  "formula": "C7H10O3",
  "method": "ωB97M-V with the def2-TZVPD basis set",
  "elements": ["C", "C", "C", "C", "C", "C", "C", "O", "O", "O", "H", "H", "H", "H", "H", "H", "H", "H", "H", "H"],
  "xyz": [[0.885567, -0.896464, 1.166856], [1.554818, -2.094083, 0.468539], [-2.027931, 2.098457, -0.352826], [-0.306047, -0.462075, 0.308918], [-1.347716, 1.170042, -1.319105], [-0.092795, 0.536578, -0.769125], [1.093123, 0.867044, -1.272856], [0.428765, -1.243858, 2.445504], [-1.391143, -0.956985, 0.527785], [-1.738309, 0.939631, -2.429580], [-0.418893, -1.701048, 2.333205], [1.601282, -0.082738, 1.307338], [1.991980, -1.803373, -0.483309], [2.330602, -2.496438, 1.115836], [0.814536, -2.870816, 0.287160], [-1.345652, 2.903153, -0.079450], [-2.290933, 1.556961, 0.553995], [-2.925381, 2.509717, -0.809412], [1.163725, 1.576091, -2.080218], [2.020403, 0.450202, -0.919255]],
  "forces_ev_per_angstrom": [[0.02, -0.37, -0.22], [-0.03, 0.27, 0.19], [-0.29, 0.10, -0.23], [0.51, 0.00, 0.39], [0.04, -0.04, 0.51], [-0.05, -0.02, -0.40], [-0.24, -0.12, 0.20], [-0.11, -0.17, 0.23], [0.04, 0.24, -0.14], [-0.06, 0.05, -0.36], [0.06, 0.10, -0.02], [-0.11, -0.02, -0.11], [0.06, -0.04, -0.11], [0.05, 0.01, 0.01], [-0.06, -0.06, -0.01], [0.04, 0.04, 0.04], [0.01, -0.04, 0.07], [0.00, 0.02, 0.03], [-0.02, 0.12, -0.19], [0.14, -0.09, 0.13]],
  "smiles": "C=C(C(C)=O)C(=O)[C@H](C)O",
  "charge": 0,
  "lumo_energy_ev": -0.2,
  "e_above_lowest_ev": 0.654
}

No. 2
{
  "formula": "C22H34N4O3S",
  "method": "ωB97M-V with the def2-TZVPD basis set",
  "elements": ["O", "C", "N", "H", "C", "H", "H", "C", "N", "C", "C", "C", "C", "C", "C", "C", "C", "C", "H", "H", "H", "H", "H", "H", "H", "H", "H", "H", "H", "H", "C", "C", "C", "N", "S", "O", "O", "N", "C", "C", "C", "C", "C", "H", "H", "H", "H", "H", "H", "H", "H", "H", "H", "C", "C", "H", "H", "H", "H", "H", "H", "H", "H", "H"],
  "xyz": [[-1.836992, -1.829073, 2.399988], [-0.632004, -1.688901, 2.405104], [0.220479, -2.739908, 2.419188], [1.208260, -2.570868, 2.326471], [-0.218428, -4.088940, 2.152001], [0.256166, -4.775228, 2.859882], [-1.297682, -4.099085, 2.309674], [0.121856, -4.510981, 0.712780], [-0.500731, -3.604282, -0.225639], [0.197914, -3.419277, -1.480999], [-0.378000, -2.219212, -2.188612], [0.416237, -1.443237, -3.022413], [-0.090583, -0.311400, -3.630262], [-1.407023, 0.054414, -3.407257], [-2.204308, -0.719809, -2.587376], [-1.703792, -1.860425, -1.970616], [-2.581995, -2.653898, -1.041263], [-1.890486, -3.905484, -0.506179], [-2.385936, -4.222748, 0.412005], [-1.968776, -4.730243, -1.239475], [-3.508590, -2.931918, -1.549854], [-2.855040, -2.022343, -0.191437], [-3.231533, -0.435013, -2.407772], [-1.805587, 0.947906, -3.861489], [0.543654, 0.293286, -4.258663], [1.447480, -1.724658, -3.183404], [1.262379, -3.255113, -1.288722], [0.112134, -4.314042, -2.131689], [1.207154, -4.456677, 0.581073], [-0.183363, -5.560594, 0.563397], [0.029275, -0.305549, 2.513080], [1.313236, -0.145071, 1.693407], [0.984055, -0.352792, 0.214910], [-0.006300, 0.589872, -0.241566], [0.526517, 1.993031, -0.901182], [1.653407, 1.673324, -1.722947], [-0.601031, 2.648126, -1.486594], [1.074194, 2.930113, 0.406517], [2.486676, 3.254087, 0.373741], [2.927008, 3.772989, 1.740824], [2.103343, 5.001166, 2.117744], [0.618913, 4.650927, 2.068384], [0.260965, 4.095996, 0.691540], [-0.782980, 3.787588, 0.648165], [0.416153, 4.870363, -0.073845], [0.009371, 5.532755, 2.269710], [0.397914, 3.900339, 2.829775], [2.376956, 5.348740, 3.115706], [2.309646, 5.806761, 1.409882], [3.989376, 4.018391, 1.707715], [2.777834, 2.992641, 2.489798], [3.024605, 2.346895, 0.099666], [2.691687, 4.013874, -0.394726], [-1.217103, 0.624155, 0.543355], [-0.957440, 0.771697, 2.044392], [-1.903331, 0.659644, 2.574756], [-0.540935, 1.756697, 2.256250], [-1.813245, 1.449639, 0.156084], [-1.753379, -0.310366, 0.367702], [1.857601, -0.212726, -0.421505], [0.576214, -1.355836, 0.062756], [2.101857, -0.831483, 2.008732], [1.685721, 0.871438, 1.833108], [0.248333, -0.154405, 3.578401]],
  "forces_ev_per_angstrom": [[-0.48, -0.03, -0.12], [0.51, 0.28, 0.31], [0.34, -0.29, 0.01], [-0.09, 0.16, 0.03], [-0.02, -0.21, -0.18], [-0.12, 0.00, -0.03], [0.11, -0.10, 0.05], [-0.14, 0.08, 0.24], [0.12, -0.09, -0.03], [0.05, -0.05, -0.10], [0.02, -0.03, -0.09], [-0.06, -0.06, -0.04], [0.05, -0.03, -0.08], [-0.08, 0.02, -0.06], [0.05, -0.03, -0.02], [0.00, -0.02, -0.03], [-0.02, -0.16, 0.13], [-0.27, 0.14, 0.01], [-0.01, -0.03, -0.04], [0.03, 0.01, 0.08], [-0.02, 0.02, 0.02], [-0.05, -0.04, 0.01], [-0.13, 0.05, 0.03], [-0.04, 0.11, -0.04], [0.08, 0.09, -0.05], [0.15, -0.02, 0.00], [-0.05, 0.00, 0.00], [0.08, 0.06, 0.11], [-0.03, -0.05, -0.03], [0.08, 0.03, -0.02], [-0.13, 0.29, 0.07], [-0.10, -0.21, -0.08], [0.66, -0.09, 0.11], [0.22, 0.64, -0.71], [-0.06, -0.31, 0.17], [0.24, 0.02, 0.21], [-0.16, 0.16, 0.25], [-0.25, -0.41, -0.74], [0.65, -0.21, 0.08], [-0.12, 0.17, -0.24], [-0.05, -0.21, 0.22], [0.13, 0.06, -0.27], [-0.56, 0.27, 0.27], [-0.02, 0.20, 0.05], [-0.07, -0.01, 0.03], [-0.06, -0.02, 0.02], [-0.07, -0.03, 0.05], [0.02, 0.08, -0.04], [0.03, 0.09, -0.01], [0.03, -0.06, 0.00], [0.04, -0.07, 0.03], [0.15, 0.15, 0.03], [0.05, -0.04, 0.01], [-0.54, 0.29, 0.29], [-0.13, -0.24, -0.04], [0.02, 0.06, -0.01], [0.02, 0.02, 0.06], [-0.22, -0.14, 0.10], [0.00, 0.09, -0.05], [0.05, -0.29, 0.08], [0.05, 0.03, -0.04], [0.07, 0.01, 0.00], [0.07, -0.06, 0.10], [-0.04, -0.05, -0.09]],
  "smiles": "O=C(NCCN1CCc2ccccc2C1)C1CCN(S(=O)(=O)N2CCCCC2)CC1",
  "charge": 0,
  "lumo_energy_ev": 0.6,
  "e_above_lowest_ev": 1.300
}

No. 3
{
  "formula": "C4H9NO",
  "method": "ωB97M-V with the def2-TZVPD basis set",
  "elements": ["C", "C", "O", "C", "C", "N", "H", "H", "H", "H", "H", "H", "H", "H", "H"],
  "xyz": [[1.410529, 1.429171, 0.209138], [0.987613, 0.229232, 1.011710], [0.253153, 0.333284, 1.968805], [-0.996799, -0.398405, -0.644705], [-0.461945, -1.344163, -1.413197], [-1.655159, -0.833734, 0.552031], [2.291197, 1.783369, 0.755253], [1.697442, 1.195359, -0.818861], [0.646696, 2.213804, 0.226866], [1.452169, -0.742498, 0.735573], [-1.315861, -0.421277, 1.411425], [-1.057596, 0.653563, -0.974839], [-0.278546, -2.311880, -0.947289], [-0.355880, -1.234642, -2.486860], [-2.617014, -0.551183, 0.414949]],
  "forces_ev_per_angstrom": [[0.11, 0.01, 0.06], [0.18, 0.24, 0.13], [0.62, -0.02, -0.01], [-0.23, -0.34, -0.30], [-0.28, 0.00, -0.02], [-0.26, 0.17, -0.19], [0.07, 0.23, -0.21], [-0.02, -0.07, 0.20], [0.17, -0.20, 0.09], [-0.13, 0.22, 0.19], [-0.10, 0.19, -0.11], [-0.27, -0.51, 0.06], [-0.42, 0.01, -0.37], [0.79, 0.26, 0.16], [-0.23, -0.19, 0.32]],
  "smiles": "C=CN.CC=O",
  "charge": 0,
  "lumo_energy_ev": 0.9,
  "e_above_lowest_ev": 2.634
}

No. 4
{
  "formula": "C9H9Cl2N3",
  "method": "ωB97M-V with the def2-TZVPD basis set",
  "elements": ["C", "C", "C", "C", "C", "C", "C", "C", "C", "N", "N", "N", "Cl", "Cl", "H", "H", "H", "H", "H", "H", "H", "H", "H"],
  "xyz": [[0.814253, 1.802950, -2.823406], [0.602783, 0.467269, -3.025538], [0.969605, 2.312104, -1.566300], [0.418291, -0.378147, -1.954630], [0.610563, 1.522006, -0.469599], [0.466007, 0.128150, -0.612483], [-0.562504, -0.087047, 2.768471], [-1.767481, -1.774680, 1.568608], [0.387795, -0.692471, 0.657943], [0.386609, 0.031260, 1.892606], [-1.555008, -0.973713, 2.659524], [-0.921174, -1.693439, 0.602644], [-3.049813, -2.812119, 1.553672], [1.890206, -1.845404, 0.617107], [1.117614, 2.376674, -3.634120], [0.669726, 0.124695, -4.033459], [1.219606, 3.413243, -1.460571], [0.333015, -1.463770, -2.168511], [0.508341, 1.868078, 0.486108], [-0.445323, 0.486568, 3.614613], [1.138041, 0.648464, 2.111084], [-2.270124, -0.980694, 3.297022], [-0.961029, -2.479978, -0.080785]],
  "forces_ev_per_angstrom": [[1.24, -0.24, 0.80], [-0.42, -0.60, 0.44], [-1.01, 2.01, 1.16], [0.29, -1.44, 1.17], [0.82, -1.79, -1.96], [-0.84, 1.05, -0.96], [0.87, -1.26, -1.64], [0.95, 0.18, -0.43], [0.86, -2.65, -3.17], [-1.97, -1.07, 0.04], [0.97, 0.35, -1.63], [1.64, 0.36, 0.33], [-0.29, -0.15, 0.16], [-1.76, 0.94, 0.52], [0.10, 1.15, -1.43], [-0.27, -0.59, -0.39], [-0.37, -1.59, 0.13], [0.08, 0.74, 0.32], [0.09, 1.59, 2.14], [-0.29, 1.17, 2.09], [0.92, 0.52, -0.12], [-2.03, 0.18, 2.38], [0.41, 1.12, 0.08]],
  "smiles": "ClC1=[NH+][C@@](Cl)(c2ccccc2)NC=[NH+]1",
  "charge": 2,
  "lumo_energy_ev": -9.8,
  "e_above_lowest_ev": 0.000
}

No. 5
{
  "formula": "C11H14BrO3P",
  "method": "ωB97M-V with the def2-TZVPD basis set",
  "elements": ["C", "C", "C", "C", "C", "C", "C", "P", "O", "Br", "C", "O", "C", "C", "C", "O", "H", "H", "H", "H", "H", "H", "H", "H", "H", "H", "H", "H", "H", "H"],
  "xyz": [[4.780073, 0.590333, 0.195391], [3.626212, -0.236830, -0.689052], [2.229483, -0.091483, 0.187511], [1.031805, -1.109145, -0.278314], [-0.130951, -1.021238, 0.920727], [-1.642562, -0.725324, 0.319655], [-1.961089, 0.521334, -0.485996], [-0.656208, 1.907140, -0.846368], [-0.424244, 2.777816, 0.683859], [-1.474741, 3.486622, -2.264508], [-3.539279, 0.593199, -1.034730], [-3.898873, 1.145763, -2.203360], [-4.783791, -0.084604, -0.153378], [-4.400337, -1.314448, 0.645181], [-2.823126, -1.865697, 0.640857], [-2.572596, -3.146154, 0.924419], [5.810374, 0.665966, -0.354480], [4.840989, 0.004142, 1.230746], [4.295262, 1.636825, 0.460176], [3.536393, 0.158305, -1.790273], [4.025098, -1.357090, -0.741672], [1.903596, 1.039055, 0.240791], [2.519932, -0.399769, 1.297281], [1.372596, -2.212084, -0.472041], [0.538666, -0.720896, -1.287902], [0.178098, -0.229084, 1.745879], [-0.157294, -2.112226, 1.388678], [-1.065657, 3.571808, 0.633773], [-5.889631, 0.344122, -0.169596], [-5.268200, -1.816361, 1.256744]],
  "forces_ev_per_angstrom": [[-1.52, -0.41, 0.21], [0.73, 0.09, 0.91], [1.02, -1.15, 0.07], [-0.73, 1.52, -0.15], [-0.47, -1.26, -0.53], [-0.12, 2.64, -1.44], [-2.50, -3.67, 2.15], [1.01, -0.23, 1.57], [-2.55, 0.54, -2.73], [-0.25, -0.68, 0.92], [-2.32, 1.78, -4.21], [2.57, -3.10, 7.03], [2.97, -3.52, 2.20], [-0.65, 3.84, -2.35], [-0.31, -3.89, 0.91], [-1.17, 8.02, -1.68], [-2.04, -0.06, 1.22], [0.26, 1.28, -2.29], [1.39, -1.94, -0.68], [0.06, -0.63, 2.21], [-1.22, 2.26, 0.09], [0.43, -2.32, -0.32], [-0.59, 0.64, -2.21], [-0.49, 2.20, 0.64], [1.16, -0.83, 2.09], [-0.85, -1.61, -1.84], [-0.19, 2.51, -0.70], [1.39, -1.68, 0.44], [2.75, -0.99, -0.23], [2.25, 0.62, -1.29]],
  "smiles": "CCCCCC1=C(P(O)Br)C(=O)C=CC1=O",
  "charge": 0,
  "lumo_energy_ev": -1.9,
  "e_above_lowest_ev": 8.495
}

No. 6
{
  "formula": "C4H22NO7",
  "method": "ωB97M-V with the def2-TZVPD basis set",
  "elements": ["O", "C", "C", "N", "C", "C", "H", "H", "H", "H", "H", "H", "H", "H", "H", "H", "H", "H", "O", "H", "H", "O", "H", "H", "O", "H", "H", "O", "H", "H", "O", "H", "H", "O"],
  "xyz": [[-2.607893, -1.921057, 1.269950], [-2.650997, -0.781023, 1.598888], [-1.655702, 0.263879, 1.059399], [-0.382592, -0.417622, 0.582857], [-0.413394, -0.509119, -0.968239], [-1.342339, 1.377966, 2.038953], [-3.334708, -0.503362, 2.436602], [-2.132881, 0.786854, 0.207659], [0.326146, 0.263697, 0.841690], [-0.197779, -1.342277, 0.959485], [0.373854, 0.144880, -1.330936], [-1.420158, -0.288648, -1.276382], [-0.001206, -1.507365, -1.125856], [-1.983878, 2.256050, 1.925249], [-0.336279, 1.751127, 2.213156], [-1.695920, 1.144156, 3.058315], [-2.317927, 2.063567, -2.446652], [-1.552274, 2.808041, -1.340985], [-2.372476, 2.337522, -1.524118], [-0.362639, -4.083784, -0.386007], [-1.186351, -3.091113, 0.422725], [-0.408112, -3.177971, -0.095463], [1.690208, 1.928028, -1.983046], [0.726001, 2.992038, -2.545871], [0.816376, 2.049346, -2.406189], [1.732905, 0.128670, 2.946609], [2.755192, -0.083390, 1.878425], [1.869816, -0.382373, 2.139208], [2.780566, 0.337056, -0.769515], [3.830341, 1.410088, -1.187820], [2.987009, 1.276106, -0.803215], [2.169246, -2.905074, -1.668823], [3.451622, -2.074596, -2.213310], [2.846223, -2.250297, -1.506744]],
  "forces_ev_per_angstrom": [[-0.29, 0.33, -0.01], [0.08, -0.41, 0.38], [1.71, 1.02, -0.09], [-2.06, 1.56, -1.57], [1.91, -0.87, 0.91], [-1.60, 0.55, 2.43], [-0.28, 0.23, -0.22], [-0.42, -0.55, -0.34], [0.89, -0.64, 0.44], [0.54, -0.09, 0.37], [-0.65, 0.66, -0.17], [0.02, -0.13, -0.59], [-0.88, 0.18, -0.56], [0.06, -0.01, -0.90], [0.35, -0.51, -0.70], [0.47, -0.42, -0.04], [0.04, 0.12, -0.09], [0.07, 0.11, -0.30], [0.02, -0.50, 0.66], [0.01, -0.71, -0.08], [-1.03, -0.73, 0.46], [0.97, 0.58, -0.13], [-0.21, 0.17, -0.12], [0.14, 0.29, -0.24], [-0.02, -0.27, 0.43], [0.02, -0.21, 0.24], [-0.02, -0.31, -0.14], [0.04, 0.70, -0.05], [0.60, -0.27, -0.31], [1.45, -0.10, -0.58], [-1.89, 0.07, 0.86], [0.43, -0.25, -0.79], [0.08, -0.56, -0.95], [-0.56, 0.99, 1.77]],
  "multiplicity": 2,
  "charge": 2,
  "lumo_energy_ev": [-9.9, -14.0]
}

Electronic energy (eV)
-13562.663 -46305.118 -7829.686 -38975.314 -97099.649 -20306.674